Here is a molecular structure, C38H52BN12SV in a non-equilibrium geometry from the Open Molecules 2025 dataset. Energies are from ωB97M-V/def2-TZVPD.

The geometry in XYZ format:
```
105
C38H52BN12SV ωB97M-V/def2-TZVPD
V 0.12165 -0.40785 -0.25003
C -2.36255 -2.38555 -0.76033
C -3.06175 -1.89945 0.50667
C -2.29265 -1.07445 1.50227
C -2.71675 -1.11965 2.83037
C -2.23715 -0.20155 3.74457
C -1.38875 0.79085 3.26997
C -0.97625 0.74655 1.95067
N -1.36385 -0.20175 1.09337
N -1.54055 -1.40775 -1.47953
C -1.03825 -2.08945 -2.67583
C 0.12375 -3.00655 -2.38643
C 0.45755 -4.04645 -3.24723
C 1.56295 -4.82535 -2.94853
C 2.30475 -4.53125 -1.81403
C 1.88175 -3.49065 -1.00363
N 0.81325 -2.75695 -1.28153
C -2.36195 -0.27235 -1.90833
C -1.50485 0.92115 -2.18653
C -1.85755 1.86885 -3.13333
C -1.03765 2.96795 -3.33473
C 0.09975 3.08425 -2.54703
C 0.36865 2.10735 -1.60733
N -0.40155 1.03105 -1.43213
H -3.16385 -2.74365 -1.42773
H -1.72055 -3.23265 -0.51843
H -3.45985 -2.78045 1.01697
H -3.93245 -1.28425 0.23967
H -3.42925 -1.87055 3.13767
H -2.53655 -0.23695 4.78127
H -1.01855 1.56435 3.92297
H -0.29225 1.50545 1.56307
H -0.71925 -1.32905 -3.39723
H -1.84745 -2.66795 -3.15193
H -0.13095 -4.24265 -4.12843
H 1.84365 -5.64585 -3.58933
H 3.18575 -5.10165 -1.56993
H 2.39815 -3.23575 -0.08663
H -3.03655 0.00875 -1.09583
H -2.98315 -0.52395 -2.78153
H -2.76235 1.73915 -3.70553
H -1.26725 3.70185 -4.08973
H 0.78115 3.91005 -2.67563
H 1.23315 2.18385 -0.96143
C 0.44445 5.70095 -0.01773
C 0.33595 4.88015 1.27047
C -1.05035 4.25045 1.36827
C 1.44665 3.87795 1.35177
C 2.79895 4.17695 1.58097
C 3.43375 2.95945 1.57487
N 2.51065 2.00225 1.35727
N 1.29675 2.56525 1.21057
B 2.79155 0.49605 1.36927
N 1.66015 -0.27455 2.08207
C 1.53355 -0.18495 3.41697
C 0.96385 -1.34605 3.87897
C 0.78005 -2.13705 2.73557
N 1.18285 -1.46155 1.65207
C 0.46595 -3.60645 2.74737
C -0.45765 -4.02905 1.60907
C -0.08835 -4.06565 4.09527
N 3.01475 -0.05475 -0.04913
C 4.25265 -0.23835 -0.52803
C 4.16375 -0.50885 -1.87283
C 2.79555 -0.47135 -2.15323
N 2.11255 -0.21415 -1.03113
C 2.20815 -0.59065 -3.52403
C 2.98125 -1.61375 -4.35753
C 2.24725 0.78185 -4.20783
H -0.21545 6.56345 0.03037
H 1.45995 6.05585 -0.16653
H 0.15205 5.09675 -0.87163
H 0.46515 5.57135 2.11327
H -1.21005 3.52495 0.57237
H -1.81235 5.02285 1.27927
H -1.17705 3.75285 2.32647
H 3.23915 5.13825 1.73497
H 4.46735 2.71485 1.71237
H 3.80625 0.30995 1.97177
H 1.86655 0.68605 3.94687
H 0.73475 -1.59655 4.89207
H 1.43205 -4.10835 2.59737
H -0.19725 -3.44805 0.72907
H -0.33875 -5.08805 1.38797
H -1.49365 -3.84945 1.88667
H -0.99635 -3.52365 4.34937
H -0.32075 -5.12645 4.05157
H 0.63555 -3.91915 4.89157
H 5.11515 -0.16485 0.10377
H 4.97125 -0.70085 -2.54693
H 1.16585 -0.89985 -3.43113
H 3.95915 -1.21935 -4.61923
H 3.12075 -2.53695 -3.80153
H 2.45055 -1.83625 -5.27963
H 3.27185 1.13935 -4.28213
H 1.82875 0.72475 -5.20993
H 1.67505 1.50805 -3.63623
N -4.25725 2.37365 2.76147
C -4.87945 2.31765 1.57397
N -6.13595 2.77925 1.47647
S -4.10415 1.67095 0.26197
H -4.67635 2.78615 3.57637
H -3.30935 2.03505 2.81527
H -6.65585 3.09875 2.27617
H -6.59575 2.73405 0.58297
```

Summary:
LUMO level (alpha / beta) = -2.02 / -1.92 eV
Total energy = -95329.8483 eV
Energy above the lowest of the compared OMol25 structures with the same formula, charge and spin = 48.5 kcal/mol
Kohn-Sham gap (alpha / beta) = 0.2713 / 0.2424 Eh
Multiplicity = 2
Net charge = +1